Record 1
Entry from the OMol25 dataset: a molecular structure, C27H26Cl3NO2SiZr (ωB97M-V with the def2-TZVPD basis set).

Results
- energy relative to the best compared isomer or geometry (same formula, charge and spin) (eV) = 0.0000
- charge = +2
- highest occupied orbital energy (eV) = -14.05
- max |F| (Eh/bohr) = 0.0064

Structure (XYZ):
```
61
C27H26Cl3NO2SiZr | the OMol25 dataset | ωB97M-V with the def2-TZVPD basis set
Zr 0.05 -0.17 0.20
C -0.01 0.82 -2.29
C 1.17 0.07 -2.38
C 2.28 0.44 -1.63
C 2.23 1.55 -0.79
C 1.05 2.30 -0.69
C -0.07 1.94 -1.45
H -0.88 0.53 -2.87
H 1.20 -0.80 -3.01
H 3.20 -0.14 -1.70
H 3.09 1.84 -0.21
H 1.00 3.15 -0.03
H -0.98 2.52 -1.38
C -3.17 0.37 -1.07
Si -3.21 0.36 0.80
C -4.09 1.88 1.40
C -3.93 -1.26 1.36
N -1.47 0.43 1.32
C -1.12 0.51 2.70
C -2.04 0.41 3.74
C -1.63 0.41 5.06
C -0.29 0.49 5.39
C 0.66 0.57 4.38
C 0.22 0.59 3.07
O 1.13 0.65 1.97
C 2.48 0.99 2.21
C 3.44 0.01 2.06
C 4.78 0.36 2.21
C 5.12 1.67 2.53
C 4.13 2.63 2.70
C 2.79 2.29 2.54
H -4.21 0.24 -1.40
H -2.61 -0.46 -1.52
H -2.84 1.32 -1.49
H -5.07 1.92 0.94
H -3.56 2.79 1.11
H -4.23 1.91 2.48
H -4.90 -1.39 0.88
H -4.08 -1.34 2.43
H -3.30 -2.10 1.04
H -3.10 0.33 3.52
H -2.37 0.35 5.85
H 0.03 0.48 6.42
H 1.71 0.63 4.61
H 3.15 -1.02 1.84
H 5.55 -0.39 2.10
H 6.16 1.94 2.65
H 4.40 3.64 2.96
H 2.00 3.02 2.68
Cl -1.74 -7.25 0.82
C -1.40 -5.64 0.34
C -0.65 -4.83 1.18
C -0.41 -3.54 0.75
Cl 0.51 -2.40 1.73
C -0.86 -3.03 -0.45
O -0.56 -1.76 -0.78
C -1.60 -3.87 -1.27
Cl -2.18 -3.26 -2.77
C -1.87 -5.17 -0.88
H -0.28 -5.19 2.13
H -2.45 -5.82 -1.52
```

Here are the Mulliken charges for atoms 1 to 5, given in e: Zr 0.899; C -0.425; C -0.607; C -0.150; C -0.600

---

Record 2
Entry from the OMol25 dataset: a molecular structure, C27H26ClCoN2O2 in a non-equilibrium geometry (ωB97M-V with the def2-TZVPD basis set).

Results
- energy relative to the best compared isomer or geometry (same formula, charge and spin) (eV) = 6.7769
- <S²> = 0.780
- spin multiplicity = 2
- charge = -1
- highest occupied orbital energy (alpha / beta) (eV) = -2.61 / -2.59
- max |F| (Eh/bohr) = 0.0264

Structure (XYZ):
```
59
C27H26ClCoN2O2 | the OMol25 dataset | ωB97M-V with the def2-TZVPD basis set
Co -0.40 -0.85 -1.65
C -0.63 -2.38 -3.13
C -1.80 -2.36 -2.28
C -1.82 -3.59 -1.58
C -0.71 -4.34 -1.97
C 0.03 -3.61 -2.90
H -0.47 -1.76 -4.00
H -2.67 -1.73 -2.42
H -2.58 -3.89 -0.87
H -0.46 -5.32 -1.59
H 0.94 -3.93 -3.38
C 2.81 3.86 0.28
C 2.94 2.62 -0.63
C 2.79 1.32 0.12
C 3.91 0.70 0.67
C 3.85 -0.41 1.49
C 2.51 -0.82 1.91
C 1.44 -0.73 0.81
C 0.67 -2.98 0.75
C -0.46 -2.86 1.76
C 1.49 0.64 0.23
N 0.55 0.78 -0.83
C -0.10 1.88 -1.01
C -1.12 1.89 -1.99
C -1.99 2.87 -2.47
C -2.83 2.23 -3.38
C -2.45 0.89 -3.39
N -1.42 0.68 -2.57
H 2.97 4.78 -0.28
H 3.53 3.80 1.09
H 1.81 3.90 0.73
H 3.94 2.64 -1.09
H 2.21 2.69 -1.44
H 4.88 1.12 0.43
H 4.73 -0.90 1.88
H 2.49 -1.74 2.49
H 1.59 -3.31 1.24
H 0.41 -3.70 -0.02
H -0.26 -2.08 2.49
H -0.59 -3.81 2.28
H -1.39 -2.61 1.24
H 0.08 2.75 -0.39
H -1.99 3.92 -2.20
H -3.64 2.67 -3.94
H -2.87 0.08 -3.97
Cl -4.70 1.90 3.56
C -3.12 1.43 2.99
C -2.00 1.71 3.76
C -0.75 1.34 3.31
C -0.58 0.67 2.08
C -1.74 0.36 1.35
C -3.00 0.75 1.79
C 0.77 0.32 1.68
O 1.77 0.25 2.67
O 0.94 -1.77 0.03
H -2.11 2.22 4.71
H 0.14 1.55 3.89
H -1.68 -0.21 0.45
H -3.88 0.51 1.21
```

Here are the Mulliken charges for atoms 1 to 5, given in e: Co 0.133; C -0.180; C 0.043; C -1.183; C -0.406

---

Record 3
Entry from the OMol25 dataset: a molecular structure, C27H26ClN4OsPS in a non-equilibrium geometry (ωB97M-V with the def2-TZVPD basis set).

Results
- energy relative to the best compared isomer or geometry (same formula, charge and spin) (eV) = 3.1968
- charge = +2
- highest occupied orbital energy (alpha / beta) (eV) = -12.42 / -11.93
- max |F| (Eh/bohr) = 0.0503

Structure (XYZ):
```
61
C27H26ClN4OsPS | the OMol25 dataset | ωB97M-V with the def2-TZVPD basis set
Os -0.91 -1.06 -0.31
C -5.13 0.26 -1.16
C -3.66 0.02 -1.12
N -3.01 -0.55 -0.13
N -3.68 -1.00 0.98
C -3.15 -1.97 1.75
N -3.81 -2.37 2.84
S -1.68 -2.71 1.33
C -2.83 0.47 -2.22
C -3.34 1.20 -3.30
C -2.50 1.63 -4.31
C -1.14 1.35 -4.21
C -0.70 0.62 -3.12
N -1.51 0.16 -2.17
H -5.67 -0.18 -0.33
H -5.56 -0.15 -2.07
H -5.34 1.34 -1.16
H -4.64 -0.70 1.11
H -4.71 -2.01 3.11
H -3.42 -3.12 3.39
H -4.39 1.42 -3.35
H -2.89 2.18 -5.15
H -0.44 1.67 -4.96
H 0.35 0.39 -3.00
Cl -0.36 -2.95 -2.16
C 1.93 -1.55 -1.57
C 3.07 -2.45 -1.97
C 4.34 -2.00 -1.94
C 4.66 -0.73 -1.40
C 3.69 0.00 -0.72
C 2.38 -0.43 -0.68
P 1.06 0.31 0.28
C 1.66 1.98 0.68
C 1.61 2.98 -0.29
C 2.17 4.22 -0.01
C 2.75 4.47 1.22
C 2.80 3.47 2.18
C 2.24 2.23 1.92
C 0.92 -0.48 1.92
C 1.75 -1.50 2.38
C 1.48 -2.09 3.61
C 0.40 -1.67 4.37
C -0.42 -0.65 3.91
C -0.17 -0.06 2.69
H 2.81 -3.42 -2.36
H 5.14 -2.61 -2.33
H 5.68 -0.38 -1.44
H 3.98 0.88 -0.16
H 1.15 2.78 -1.24
H 2.14 4.99 -0.76
H 3.17 5.43 1.43
H 3.26 3.65 3.14
H 2.28 1.45 2.67
H 2.60 -1.82 1.79
H 2.12 -2.88 3.98
H 0.19 -2.14 5.31
H -1.26 -0.31 4.51
H -0.79 0.76 2.32
C 0.72 -2.23 -0.96
H 1.60 -1.10 -2.53
H 1.01 -3.01 -0.25
```

Here are the Mulliken charges for atoms 1 to 5, given in e: Os 0.884; C -1.612; C 0.933; N -0.341; N -0.362

---

Record 4
Entry from the OMol25 dataset: a molecular structure, C27H26CrF7N2O6S3 in a non-equilibrium geometry (ωB97M-V with the def2-TZVPD basis set).

Results
- energy relative to the best compared isomer or geometry (same formula, charge and spin) (eV) = 0.0000
- <S²> = 0.862
- spin multiplicity = 2
- charge = 0
- highest occupied orbital energy (alpha / beta) (eV) = -7.93 / -8.29
- max |F| (Eh/bohr) = 0.0374

Structure (XYZ):
```
72
C27H26CrF7N2O6S3 | the OMol25 dataset | ωB97M-V with the def2-TZVPD basis set
Cr -1.14 0.72 -0.17
C 0.78 3.85 -1.24
C 0.64 2.79 -2.34
C -0.79 2.27 -2.50
C 1.67 1.68 -2.22
C 2.64 1.59 -3.20
C 3.65 0.64 -3.13
C 3.66 -0.27 -2.08
C 2.69 -0.24 -1.08
C 2.71 -1.36 -0.04
C 2.72 -2.73 -0.72
C 3.91 -1.24 0.91
C 1.70 0.77 -1.15
N 0.73 0.86 -0.10
C 1.19 1.02 1.23
C 2.39 1.64 1.59
C 2.69 1.81 2.94
C 1.83 1.37 3.93
C 0.64 0.74 3.59
C 0.38 0.59 2.26
F -0.77 -0.03 1.85
H 0.14 4.71 -1.45
H 1.82 4.19 -1.19
H 0.50 3.46 -0.26
H 0.85 3.29 -3.28
H -1.17 1.88 -1.56
H -0.86 1.47 -3.23
H -1.49 3.06 -2.76
H 2.62 2.29 -4.03
H 4.42 0.59 -3.89
H 4.44 -1.03 -2.03
H 1.80 -1.30 0.55
H 3.69 -2.92 -1.21
H 1.95 -2.79 -1.48
H 2.55 -3.52 0.01
H 4.85 -1.32 0.35
H 3.90 -2.05 1.64
H 3.92 -0.29 1.45
H 3.06 1.99 0.81
H 3.62 2.31 3.21
H 2.08 1.52 4.98
H -0.07 0.38 4.32
F -5.55 1.48 1.87
C -5.64 1.29 0.56
F -6.44 2.18 0.01
F -6.07 0.07 0.30
S -3.99 1.46 -0.20
O -3.14 0.52 0.59
O -4.09 1.21 -1.59
N -3.66 2.97 0.11
S -2.45 3.47 0.96
O -1.34 2.50 0.99
O -2.14 4.83 0.66
C -3.01 3.48 2.71
F -2.15 4.20 3.41
F -3.05 2.23 3.18
F -4.22 4.01 2.78
O -1.40 -7.64 -0.21
C -1.26 -6.58 0.62
O -1.14 -6.78 1.79
C -1.28 -5.21 0.01
C -1.38 -4.12 0.86
C -1.41 -2.83 0.37
C -1.30 -2.58 -1.00
S -1.28 -0.96 -1.72
C -1.21 -3.67 -1.86
C -1.20 -4.97 -1.36
H -1.56 -7.34 -1.11
H -1.45 -4.32 1.93
H -1.51 -2.00 1.06
H -1.13 -3.50 -2.93
H -1.10 -5.78 -2.07
```

Here are the Mulliken charges for atoms 1 to 5, given in e: Cr 0.285; C -1.109; C 0.306; C -0.249; C 0.746